Here is Br4Cr as an isolated structure from the Open Molecules 2025 dataset. Energies are from wB97M-V/def2-TZVPD.

Last column: Löwdin spin population.
Cartesian coordinates (Å):
Cr1 -0.22 -0.68 0.03  3.64
Br1 1.20 0.47 -1.71  -0.19
Br2 -0.81 1.44 1.53  -0.27
Br3 -2.44 -0.26 -1.36  -0.08
Br4 2.28 -0.96 1.51  -0.10

Calculated values
Multiplicity: 4
M (g mol⁻¹): 371.6
HOMO energy (spin up / spin down) (eV): -5.5943 / -5.7549
LUMO level (spin up / spin down) (eV): 0.1 / 2.3
Total charge: -1